{
  "formula": "C25H46BGdNP2",
  "method": "ωB97M-V with the def2-TZVPD basis set",
  "elements": ["Gd", "C", "C", "C", "C", "C", "C", "H", "H", "H", "C", "H", "H", "H", "C", "H", "H", "H", "C", "H", "H", "H", "C", "H", "H", "H", "C", "C", "C", "C", "C", "C", "C", "C", "H", "H", "H", "H", "H", "H", "H", "H", "H", "H", "H", "H", "P", "P", "C", "C", "H", "H", "H", "H", "C", "H", "H", "H", "C", "H", "H", "H", "C", "H", "H", "H", "C", "H", "H", "H", "B", "C", "N", "H", "H", "H"],
  "coordinates": [[-0.8819, 1.1531, 2.7925], [-1.5089, 3.6072, 2.9691], [-2.1578, 3.2804, 1.7427], [-3.0235, 1.8924, 3.3757], [-2.0850, 2.7872, 3.9985], [-3.0454, 2.1999, 1.9701], [-0.6518, 4.8001, 3.1981], [-0.3224, 5.1973, 2.2294], [0.2375, 4.5513, 3.7821], [-1.2273, 5.5819, 3.7184], [-1.5525, 2.6698, 5.3756], [-1.0497, 3.6050, 5.6673], [-0.8090, 1.8459, 5.4501], [-2.3443, 2.4756, 6.1018], [-3.4209, 0.5940, 3.9586], [-4.0925, 0.7285, 4.8142], [-2.5129, 0.0550, 4.3486], [-3.9484, -0.0107, 3.2010], [-3.9631, 1.5992, 0.9615], [-5.0040, 1.9657, 1.0639], [-3.9864, 0.5026, 1.0436], [-3.6205, 1.8627, -0.0503], [-2.2054, 4.1888, 0.5635], [-3.1179, 4.8189, 0.5895], [-2.2028, 3.6242, -0.3736], [-1.3312, 4.8540, 0.5532], [2.1281, 1.4318, 0.4826], [1.6905, 2.6759, 0.2682], [0.9711, 3.2263, -0.9200], [0.2501, 2.2061, -1.8488], [-0.7843, 1.3594, -1.2010], [-0.5893, 0.2006, -0.5413], [0.7067, -0.5482, -0.4140], [2.0400, 0.2557, -0.4291], [1.6741, 3.8097, -1.5483], [0.9904, 1.6070, -2.4049], [0.2152, 3.9650, -0.5853], [2.3381, 0.5251, -1.4500], [2.5851, 1.1867, 1.4596], [1.8516, 3.4243, 1.0592], [2.8186, -0.4584, -0.0926], [0.6854, -1.1562, 0.5118], [-1.4494, -0.3557, -0.1623], [0.7568, -1.3016, -1.2331], [-0.2862, 2.8236, -2.5934], [-1.8048, 1.7636, -1.2704], [1.7456, -3.5095, -2.7568], [-0.3907, -5.5482, -3.3718], [2.2039, -4.7630, -4.0827], [1.3301, -6.0103, -3.9703], [3.2656, -5.0148, -3.9504], [2.0915, -4.2728, -5.0640], [1.2438, -6.5242, -4.9389], [1.7440, -6.7259, -3.2420], [-0.9846, -7.2964, -3.2330], [-2.0732, -7.2795, -3.0824], [-0.4996, -7.7658, -2.3649], [-0.7494, -7.8671, -4.1440], [-1.0707, -5.2447, -5.0698], [-0.7790, -6.0590, -5.7502], [-0.6982, -4.2845, -5.4519], [-2.1667, -5.2124, -4.9882], [3.3093, -3.6601, -1.7919], [3.3541, -2.8677, -1.0332], [4.1761, -3.5960, -2.4636], [3.3095, -4.6381, -1.2924], [2.1121, -2.0035, -3.7588], [1.3456, -1.9186, -4.5410], [3.1013, -2.0830, -4.2293], [2.0684, -1.1096, -3.1222], [3.0489, 3.3084, 4.8164], [1.9350, 2.5160, 4.1494], [1.0801, 1.8711, 3.6445], [3.7237, 2.5285, 5.4697], [2.5358, 4.1456, 5.5437], [3.7278, 3.8145, 3.9382]],
  "forces_ev_per_angstrom": [[2.66, -0.65, -1.38], [-0.91, 0.38, 0.06], [-0.81, -0.15, 0.41], [0.09, 1.59, -0.35], [-0.78, -0.57, -0.53], [-0.49, 0.92, 0.79], [0.28, 0.00, -0.34], [0.02, 0.03, 0.42], [-0.10, 0.17, 0.07], [0.20, -0.22, -0.10], [0.13, 0.17, 0.52], [0.00, -0.48, -0.05], [-0.14, 0.30, 0.26], [0.06, -0.08, -0.06], [-0.57, -0.07, -0.06], [0.29, -0.27, 0.01], [-0.42, -0.22, -0.01], [0.31, 0.00, 0.50], [-0.12, -0.12, -0.47], [0.54, -0.17, 0.06], [-0.11, 0.20, -0.14], [-0.23, -0.21, 0.30], [0.34, 0.15, -0.51], [0.45, -0.37, 0.06], [-0.09, 0.24, 0.08], [-0.41, -0.14, -0.11], [-0.29, -0.01, 0.97], [-0.15, 0.20, 0.69], [-0.30, 0.13, -0.63], [0.40, 0.72, -0.82], [-0.52, -0.41, 0.99], [0.05, 0.44, -0.16], [0.56, -0.29, -0.08], [0.45, -0.89, -0.39], [-0.25, -0.25, 0.27], [-0.42, 0.26, 0.25], [0.47, -0.37, -0.05], [-0.22, -0.09, 0.24], [-0.15, 0.49, -0.54], [0.08, -0.41, -0.22], [-0.35, 0.29, -0.28], [-0.03, 0.19, -0.27], [-0.15, 0.18, -0.14], [-0.09, 0.29, 0.49], [0.38, -0.30, 0.12], [0.38, -0.41, 0.09], [0.74, 0.23, -0.34], [-0.07, -1.33, -0.87], [-0.04, 0.19, 0.18], [-0.26, 0.05, 0.32], [-0.21, 0.13, -0.22], [-0.03, -0.22, 0.32], [0.05, -0.01, 0.32], [-0.04, 0.23, -0.18], [-0.14, 0.07, 0.07], [0.29, -0.18, 0.02], [-0.25, 0.03, -0.24], [-0.09, 0.07, 0.29], [-0.21, 0.16, 0.19], [-0.12, 0.29, 0.15], [-0.21, -0.22, -0.03], [0.28, 0.13, -0.21], [0.02, 0.16, 0.04], [0.12, -0.23, -0.09], [-0.08, 0.04, 0.29], [0.06, 0.27, -0.04], [0.14, 0.06, 0.05], [0.19, 0.06, 0.18], [-0.19, 0.18, 0.06], [0.07, -0.12, -0.24], [0.76, 0.54, 0.41], [-1.44, -1.41, -0.82], [1.19, 0.87, 0.81], [-0.29, 0.05, -0.19], [-0.04, -0.17, -0.22], [-0.25, -0.09, 0.07]],
  "total_charge": 1,
  "orbital_gap_ev": [3.158, 5.735],
  "de_lowest_kcal_mol": 8.57,
  "multiplicity": 8
}

=====

{
  "formula": "C5H10O",
  "method": "ωB97M-V with the def2-TZVPD basis set",
  "elements": ["C", "C", "C", "C", "C", "O", "H", "H", "H", "H", "H", "H", "H", "H", "H", "H"],
  "coordinates": [[-1.6066, -0.7508, 0.0003], [-0.9788, 0.4648, -0.6584], [-0.0684, 1.4008, 0.0612], [0.5059, 0.6207, -0.8710], [1.7566, -0.8234, 0.0318], [1.4783, -1.0473, 1.2283], [-1.9431, -1.4662, -0.7584], [-0.9077, -1.2609, 0.6682], [-2.4853, -0.4495, 0.5838], [-1.6445, 0.9400, -1.3882], [-0.0442, 2.4137, 0.4393], [0.1248, 0.7596, 1.5725], [1.1517, 0.8089, -1.7176], [1.4267, -1.5253, -0.7486], [2.6421, -0.2141, -0.2191], [0.5924, 0.1292, 1.7758]],
  "forces_ev_per_angstrom": [[0.04, -0.05, 0.02], [-0.20, -0.02, -0.05], [0.14, -0.05, -0.11], [-0.04, 0.21, 0.02], [0.05, -0.11, 0.13], [0.07, 0.17, -0.22], [0.07, 0.10, 0.08], [-0.10, 0.09, -0.11], [0.13, -0.06, -0.09], [0.10, -0.05, 0.11], [0.00, -0.17, -0.04], [-0.06, 0.07, 0.05], [-0.07, -0.03, 0.15], [-0.06, 0.08, 0.12], [-0.14, -0.10, 0.04], [0.07, -0.08, -0.09]],
  "total_charge": 0,
  "orbital_gap_ev": 9.565,
  "de_lowest_kcal_mol": 133.70
}

=====

{
  "formula": "C28H27FMoN4S2Si",
  "method": "ωB97M-V with the def2-TZVPD basis set",
  "elements": ["Mo", "S", "C", "C", "C", "C", "C", "C", "C", "C", "C", "N", "H", "H", "H", "H", "H", "H", "C", "Si", "C", "C", "N", "C", "C", "C", "C", "C", "C", "F", "H", "H", "H", "H", "H", "H", "H", "H", "H", "H", "H", "H", "H", "S", "C", "C", "C", "N", "C", "C", "C", "C", "C", "N", "C", "C", "H", "H", "H", "H", "H", "H", "H", "H"],
  "coordinates": [[0.6934, 1.2071, -0.6071], [0.2398, 5.0067, 1.6470], [-0.6390, 3.8531, 2.5504], [-0.5087, 2.5894, 2.0595], [0.3380, 2.5379, 0.9151], [0.8112, 3.7962, 0.5879], [1.7482, 3.9862, -0.5148], [2.4084, 5.1623, -0.8285], [3.2905, 5.1754, -1.8946], [3.4976, 4.0137, -2.6319], [2.8017, 2.8807, -2.2790], [1.9446, 2.8576, -1.2446], [-1.2187, 4.1759, 3.4011], [-0.9975, 1.7332, 2.5018], [2.2369, 6.0504, -0.2359], [3.8203, 6.0835, -2.1491], [4.1872, 3.9865, -3.4624], [2.9330, 1.9520, -2.8191], [3.1261, -1.3828, -2.9331], [1.4401, -1.1452, -2.2205], [0.4487, 0.1691, -3.1596], [0.3753, -2.6583, -2.1644], [1.6626, -0.3814, -0.5625], [2.5045, -0.9338, 0.4332], [2.6178, -2.3050, 0.6530], [3.4793, -2.7847, 1.6251], [4.2439, -1.9050, 2.3818], [4.1509, -0.5359, 2.1740], [3.2812, -0.0807, 1.2115], [3.1762, 1.2481, 0.9760], [3.0618, -1.9636, -3.8560], [3.7735, -1.9284, -2.2446], [3.6133, -0.4357, -3.1714], [0.5264, -0.2140, -4.1855], [0.8370, 1.1884, -3.2474], [-0.6229, 0.1889, -2.9502], [0.0455, -2.8737, -3.1847], [-0.5203, -2.5068, -1.5590], [0.8932, -3.5467, -1.8040], [2.0223, -2.9981, 0.0731], [3.5548, -3.8499, 1.7914], [4.9174, -2.2845, 3.1373], [4.7388, 0.1734, 2.7400], [-5.5609, -0.8288, 0.4726], [-3.9087, -0.3764, 0.2671], [-3.6529, 0.8084, -0.4509], [-2.3635, 1.2027, -0.6709], [-1.2949, 0.4954, -0.2360], [-1.5352, -0.6303, 0.4668], [-2.8000, -1.0919, 0.7345], [-5.4340, -2.2264, 1.5676], [-5.4098, -2.0266, 2.9386], [-5.3218, -3.1507, 3.7520], [-5.2613, -4.3912, 3.2813], [-5.3054, -4.5648, 1.9640], [-5.3946, -3.5157, 1.0579], [-4.4666, 1.4162, -0.8228], [-2.1539, 2.1259, -1.1997], [-0.6692, -1.1754, 0.8215], [-2.9206, -2.0026, 1.3045], [-5.4641, -1.0349, 3.3664], [-5.3012, -3.0429, 4.8300], [-5.2724, -5.5894, 1.6129], [-5.4432, -3.7020, -0.0063]],
  "forces_ev_per_angstrom": [[-0.20, -0.18, -0.10], [0.03, 0.01, 0.00], [-0.01, -0.01, 0.02], [0.02, -0.03, -0.01], [0.05, -0.08, 0.08], [0.17, 0.04, -0.03], [-0.08, -0.05, 0.02], [0.01, 0.01, 0.00], [0.01, -0.04, -0.01], [0.00, 0.02, 0.02], [0.03, -0.03, 0.02], [-0.08, 0.19, 0.03], [0.00, 0.00, 0.00], [0.00, 0.00, 0.01], [0.00, 0.00, -0.01], [0.00, 0.00, 0.00], [0.00, 0.00, 0.00], [0.00, 0.01, 0.00], [0.00, 0.01, -0.04], [0.09, 0.00, 0.16], [0.04, -0.03, -0.06], [0.01, -0.02, 0.04], [-0.16, 0.06, -0.28], [0.07, 0.08, 0.15], [-0.05, -0.04, 0.00], [0.02, 0.02, 0.02], [-0.02, -0.01, -0.01], [0.00, 0.00, -0.01], [0.01, 0.05, -0.03], [0.00, -0.04, 0.01], [0.00, 0.00, 0.00], [-0.01, -0.01, 0.01], [0.01, 0.00, 0.02], [-0.01, 0.00, 0.00], [-0.03, 0.03, 0.02], [0.01, 0.00, 0.03], [0.00, -0.01, 0.00], [0.00, 0.00, 0.00], [0.02, 0.01, 0.01], [-0.01, 0.03, -0.01], [0.01, 0.00, 0.00], [0.00, 0.00, 0.00], [0.00, 0.00, 0.01], [-0.08, -0.02, 0.07], [0.08, 0.13, -0.14], [-0.03, -0.05, 0.02], [0.08, 0.00, 0.02], [0.00, 0.04, -0.10], [0.01, -0.05, 0.04], [0.02, -0.01, 0.06], [0.00, -0.02, -0.03], [0.01, -0.05, 0.02], [0.01, 0.04, 0.01], [0.00, -0.03, -0.02], [-0.01, -0.01, 0.04], [-0.01, 0.05, -0.01], [0.00, 0.00, 0.00], [-0.01, -0.02, -0.03], [0.01, 0.02, 0.00], [0.00, 0.01, -0.01], [-0.01, 0.00, 0.00], [0.00, 0.00, 0.00], [0.00, 0.00, -0.01], [0.01, 0.00, 0.00]],
  "total_charge": 2,
  "orbital_gap_ev": [7.277, 7.251],
  "de_lowest_kcal_mol": 6.44,
  "multiplicity": 3
}

=====

{
  "formula": "C42H36BrGeN5O2SSeTi",
  "method": "ωB97M-V with the def2-TZVPD basis set",
  "elements": ["Ti", "C", "N", "C", "C", "N", "C", "S", "C", "C", "C", "C", "C", "N", "H", "H", "H", "H", "H", "H", "H", "H", "H", "Br", "C", "C", "C", "C", "C", "C", "H", "H", "H", "H", "O", "C", "O", "C", "C", "Ge", "C", "C", "C", "C", "C", "C", "C", "C", "C", "C", "C", "C", "C", "C", "C", "C", "C", "C", "H", "H", "H", "H", "H", "H", "H", "H", "H", "H", "H", "H", "H", "H", "H", "H", "H", "H", "H", "Se", "N", "C", "C", "C", "C", "C", "C", "N", "H", "H", "H", "H"],
  "coordinates": [[-0.9717, -1.8648, 0.0288], [-2.2779, -6.1718, 2.2357], [-2.0284, -4.7987, 2.6803], [-2.6058, -4.2207, 3.8052], [-2.1302, -2.9744, 3.9210], [-1.2445, -2.7763, 2.8587], [-1.2031, -3.9235, 2.0978], [-0.2925, -4.1977, 0.6814], [-0.2212, -1.7885, 2.8204], [0.1680, -1.1055, 3.9513], [1.2685, -0.2652, 3.8587], [1.9751, -0.1873, 2.6675], [1.5077, -0.8910, 1.5809], [0.3946, -1.6477, 1.6410], [-2.1658, -6.8434, 3.0830], [-1.5624, -6.4387, 1.4677], [-3.2871, -6.2604, 1.8375], [-3.3184, -4.7484, 4.4193], [-2.3578, -2.2136, 4.6483], [-0.3460, -1.2402, 4.8931], [1.5864, 0.3017, 4.7250], [2.8604, 0.4279, 2.5715], [2.0014, -0.8441, 0.6202], [0.2187, -1.7041, -6.5056], [-0.1671, -1.8463, -4.6714], [-1.1705, -1.0489, -4.1231], [-1.4444, -1.1497, -2.7742], [-0.7028, -2.0082, -1.9538], [0.2980, -2.7942, -2.5237], [0.5584, -2.7271, -3.8860], [-1.7199, -0.3602, -4.7525], [-2.2331, -0.5317, -2.3596], [0.8981, -3.4606, -1.9160], [1.3278, -3.3461, -4.3290], [-0.3154, -0.0099, -0.3109], [-1.2957, 0.4847, 0.3239], [-2.0355, -0.3815, 0.9319], [-1.5744, 1.9396, 0.4163], [-0.4505, 2.7133, 1.1491], [1.3015, 3.1513, 0.2899], [2.2105, 4.1687, 1.6976], [3.4008, 4.8364, 1.3811], [4.0722, 5.5949, 2.3303], [3.5613, 5.7046, 3.6174], [2.3789, 5.0598, 3.9475], [1.7096, 4.2998, 2.9937], [2.5875, 1.8014, -0.3694], [3.8164, 1.6619, 0.2804], [4.7842, 0.7798, -0.1883], [4.5415, 0.0265, -1.3278], [3.3304, 0.1645, -1.9945], [2.3609, 1.0384, -1.5179], [0.8993, 4.3093, -1.2350], [1.2097, 5.6696, -1.1850], [0.9974, 6.4836, -2.2920], [0.4670, 5.9501, -3.4581], [0.1386, 4.6022, -3.5161], [0.3547, 3.7888, -2.4123], [-2.5144, 2.0432, 0.9532], [-1.6909, 2.3484, -0.5913], [-0.2779, 2.2666, 2.1326], [-0.8336, 3.7206, 1.3233], [3.8012, 4.7699, 0.3739], [4.9888, 6.1067, 2.0631], [4.0787, 6.3019, 4.3582], [1.9673, 5.1611, 4.9443], [0.7775, 3.8193, 3.2722], [4.0334, 2.2524, 1.1615], [5.7294, 0.6925, 0.3325], [5.2940, -0.6546, -1.7067], [3.1466, -0.3967, -2.9028], [1.4288, 1.1298, -2.0633], [1.6201, 6.1001, -0.2790], [1.2493, 7.5362, -2.2398], [0.3109, 6.5822, -4.3234], [-0.2806, 4.1848, -4.4240], [0.1035, 2.7330, -2.4790], [-4.2918, -1.5728, 0.2424], [-2.8734, -2.6017, -0.2811], [-3.3634, -3.5584, -1.1013], [-2.6369, -4.5702, -1.7749], [-3.3171, -5.4390, -2.5747], [-4.7324, -5.3800, -2.7557], [-5.4705, -4.4334, -2.1341], [-4.8001, -3.4970, -1.2929], [-5.4185, -2.5239, -0.6542], [-1.5718, -4.6436, -1.6688], [-2.7626, -6.2066, -3.1025], [-5.2140, -6.1002, -3.4040], [-6.5431, -4.3588, -2.2551]],
  "forces_ev_per_angstrom": [[0.21, -1.15, -0.43], [-0.15, -0.03, 0.02], [-0.10, 0.04, 0.14], [-0.10, -0.17, -0.08], [0.02, 0.13, -0.02], [0.03, 0.02, -0.12], [0.03, -0.08, 0.21], [-0.11, 0.02, -0.23], [0.37, -0.20, 0.03], [-0.02, -0.01, 0.23], [-0.02, 0.01, -0.01], [0.10, 0.05, 0.14], [-0.08, -0.09, -0.10], [0.13, 0.69, 0.63], [0.04, 0.03, 0.03], [0.07, 0.03, -0.03], [-0.01, 0.07, 0.00], [0.07, 0.00, -0.08], [0.06, -0.02, -0.09], [0.04, -0.01, -0.05], [0.00, -0.04, -0.02], [-0.06, -0.07, -0.03], [0.01, 0.15, -0.10], [-0.02, -0.02, 0.05], [0.04, 0.04, -0.09], [-0.04, -0.06, -0.04], [0.10, -0.03, 0.05], [0.26, -0.11, -0.19], [-0.03, 0.08, 0.14], [0.06, -0.02, -0.02], [0.00, -0.06, 0.02], [-0.06, 0.08, 0.00], [0.06, -0.07, 0.02], [-0.01, 0.04, 0.01], [-0.16, 0.67, -0.08], [0.12, 0.50, 0.29], [0.17, 0.00, -0.10], [0.31, 0.17, 0.04], [0.12, -0.45, -0.13], [0.15, 0.37, -0.10], [0.06, 0.07, -0.13], [-0.08, -0.05, 0.04], [-0.02, -0.03, -0.05], [0.00, 0.01, 0.01], [-0.03, -0.01, -0.02], [0.02, -0.05, -0.05], [-0.28, -0.12, 0.27], [-0.07, -0.12, 0.00], [-0.03, -0.03, 0.00], [0.00, -0.03, 0.02], [-0.09, -0.01, -0.02], [0.05, 0.00, 0.00], [0.02, -0.03, 0.12], [-0.10, -0.07, -0.10], [-0.01, 0.00, 0.04], [0.01, 0.01, 0.01], [-0.03, -0.04, 0.00], [-0.01, 0.06, 0.06], [-0.11, 0.06, -0.03], [-0.03, -0.09, -0.06], [-0.05, 0.00, -0.03], [-0.03, -0.01, 0.07], [0.04, 0.01, 0.04], [-0.03, -0.02, 0.01], [-0.02, -0.03, -0.03], [0.02, -0.01, -0.02], [0.03, 0.04, 0.02], [0.00, 0.05, 0.03], [0.01, 0.01, -0.02], [-0.01, 0.05, 0.03], [-0.01, -0.01, 0.01], [0.07, -0.03, 0.03], [0.01, 0.01, -0.03], [-0.01, -0.05, -0.02], [0.00, -0.01, 0.04], [0.02, 0.02, 0.03], [0.00, 0.07, -0.04], [0.05, 0.21, 0.20], [-0.83, -0.17, -0.37], [-0.08, 0.08, 0.21], [-0.07, -0.06, -0.09], [0.08, 0.01, 0.01], [-0.11, -0.05, -0.06], [-0.06, -0.04, -0.05], [0.22, 0.02, 0.07], [-0.26, -0.18, -0.08], [0.12, -0.01, -0.01], [-0.02, 0.04, 0.04], [0.06, 0.00, 0.01], [0.04, 0.03, 0.03]],
  "total_charge": 2,
  "orbital_gap_ev": 5.873,
  "de_lowest_kcal_mol": 12.31
}